a | {
  "formula": "C4H12",
  "method": "ωB97M-V with the def2-TZVPD basis set",
  "elements": ["C", "C", "H", "H", "H", "H", "H", "H", "C", "C", "H", "H", "H", "H", "H", "H"],
  "coordinates": [[1.946, -0.640, -1.472], [2.308, 0.367, -0.373], [1.908, -0.361, -2.533], [2.559, -1.562, -1.352], [0.944, -1.016, -1.364], [3.084, 1.073, -0.686], [1.485, 0.941, -0.120], [2.752, -0.013, 0.582], [-2.281, -0.497, 0.494], [-2.036, 0.721, 1.373], [-2.437, -1.447, 0.906], [-3.131, -0.260, -0.116], [-1.306, -0.630, -0.169], [-0.990, 1.204, 1.169], [-2.189, 0.518, 2.530], [-2.616, 1.602, 1.130]],
  "e_homo_ha": [0.0564, -0.2701],
  "s_squared": 0.75,
  "multiplicity": 2,
  "homo_lumo_gap_ev": [2.990, 11.925],
  "total_charge": -1,
  "e_lumo_ev": [4.524, 4.575]
}

---

b | {
  "formula": "C4H12",
  "method": "ωB97M-V with the def2-TZVPD basis set",
  "elements": ["C", "C", "H", "H", "H", "H", "H", "H", "C", "C", "H", "H", "H", "H", "H", "H"],
  "coordinates": [[0.869, -2.065, -0.817], [-0.145, -1.685, -1.875], [0.716, -1.411, 0.032], [0.783, -3.117, -0.552], [1.872, -1.799, -1.155], [-0.106, -2.425, -2.682], [0.186, -0.772, -2.378], [-1.119, -1.530, -1.417], [-0.460, 1.339, 1.880], [-0.272, 2.435, 0.838], [-1.128, 1.641, 2.682], [-0.898, 0.473, 1.369], [0.457, 1.003, 2.360], [-0.227, 3.429, 1.280], [-1.182, 2.498, 0.236], [0.570, 2.259, 0.169]],
  "e_homo_ha": [0.0563, -0.2869],
  "s_squared": 0.75,
  "multiplicity": 2,
  "homo_lumo_gap_ev": [2.877, 12.260],
  "total_charge": -1,
  "e_lumo_ev": [4.408, 4.453]
}

---

c | {
  "formula": "C4H12",
  "method": "ωB97M-V with the def2-TZVPD basis set",
  "elements": ["C", "C", "H", "H", "H", "H", "H", "H", "C", "C", "H", "H", "H", "H", "H", "H"],
  "coordinates": [[-0.007, -1.852, 0.518], [0.541, -3.202, 0.914], [-1.104, -1.914, 0.505], [0.285, -1.069, 1.298], [0.415, -1.549, -0.454], [0.107, -3.482, 1.890], [1.654, -3.063, 1.057], [0.402, -3.989, 0.211], [-0.374, 1.843, -0.429], [-0.171, 3.209, -1.088], [-0.233, 0.998, -1.188], [0.300, 1.690, 0.375], [-1.408, 1.730, 0.016], [-0.472, 3.980, -0.333], [-0.798, 3.329, -1.925], [0.862, 3.340, -1.366]],
  "e_homo_ha": [0.0558, -0.2890],
  "s_squared": 0.75,
  "multiplicity": 2,
  "homo_lumo_gap_ev": [2.614, 12.252],
  "total_charge": -1,
  "e_lumo_ev": [4.134, 4.389]
}

---

Ranking the structures above by energy, b is first and the second is 0.103 eV behind.